Record 1
{
  "formula": "C13H19FeN",
  "method": "wB97M-V/def2-TZVPD",
  "elements": ["C", "C", "C", "C", "C", "Fe", "N", "C", "C", "H", "H", "H", "H", "H", "H", "H", "H", "H", "H", "C", "C", "C", "C", "C", "C", "H", "H", "H", "H", "H", "H", "H", "H", "H"],
  "positions_angstrom": [[2.922, 1.989, -1.545], [2.130, 3.180, -1.299], [0.811, 2.950, -1.828], [0.785, 1.638, -2.412], [2.076, 1.042, -2.244], [1.358, 1.515, -0.342], [1.448, -0.306, 0.116], [1.681, 1.483, 2.066], [1.388, 2.696, 1.426], [0.018, 3.694, -1.902], [2.489, 4.094, -0.841], [-0.026, 1.233, -3.016], [2.405, 0.101, -2.671], [3.977, 1.864, -1.325], [2.197, 3.432, 1.313], [2.711, 1.195, 2.294], [2.175, -0.895, 0.553], [0.372, 3.115, 1.507], [0.893, 0.888, 2.536], [-3.117, -1.602, 1.359], [-1.986, -2.126, 0.462], [-1.340, -3.339, 1.152], [-2.599, -2.587, -0.867], [-0.981, -1.053, 0.210], [0.230, -0.714, 0.162], [-3.830, -2.422, 1.505], [-3.631, -0.758, 0.886], [-2.727, -1.289, 2.334], [-2.114, -4.100, 1.307], [-0.542, -3.752, 0.525], [-0.918, -3.046, 2.120], [-3.102, -1.754, -1.371], [-1.824, -2.992, -1.527], [-3.331, -3.373, -0.646]],
  "forces_ev_per_angstrom": [[-0.04, 0.64, -1.26], [0.12, -0.07, -2.07], [0.89, 0.59, -1.27], [0.74, 0.54, -0.97], [0.39, 1.46, -1.60], [-1.25, -0.51, 3.05], [1.60, -1.78, 0.23], [0.60, -0.98, 2.57], [-0.49, 1.56, -0.24], [0.16, -0.38, 0.29], [-0.18, -0.29, 0.08], [0.15, 0.00, 0.53], [-0.22, 0.07, 0.43], [-0.27, -0.01, 0.03], [-0.41, -0.13, 0.16], [-0.31, 0.05, -0.05], [-0.91, 0.61, -0.26], [0.39, 0.02, 0.17], [0.27, 0.05, -0.22], [-0.03, -0.23, 0.01], [-0.04, 0.81, -0.38], [0.04, 0.24, -0.09], [-0.06, -0.15, 0.13], [2.86, 0.09, 0.33], [-3.72, -2.09, 0.45], [-0.16, 0.15, 0.13], [0.10, -0.11, 0.11], [-0.07, 0.00, -0.20], [0.14, -0.06, 0.06], [-0.11, 0.05, 0.13], [-0.04, -0.08, -0.17], [0.10, -0.15, 0.05], [-0.15, 0.10, 0.09], [-0.08, -0.02, -0.24]],
  "multiplicity": 6,
  "max_force_ev_per_a": 4.30,
  "orbital_gap_ev": [3.3, 6.7],
  "total_charge": -1,
  "s2": 8.78,
  "e_tot_ev": -49660.922
}

---

Record 2
{
  "formula": "C28H26BF2N5O6RhS",
  "method": "wB97M-V/def2-TZVPD",
  "elements": ["Rh", "C", "O", "C", "C", "C", "C", "C", "C", "N", "N", "C", "C", "C", "C", "O", "C", "N", "C", "C", "C", "C", "H", "H", "H", "H", "H", "H", "H", "H", "H", "H", "H", "H", "C", "C", "C", "C", "C", "C", "C", "S", "O", "O", "N", "C", "C", "O", "O", "H", "H", "H", "H", "H", "H", "H", "H", "H", "C", "C", "C", "N", "H", "H", "H", "H", "H", "F", "B", "F"],
  "positions_angstrom": [[2.272, -0.054, 2.043], [-4.856, -1.982, -1.697], [-4.195, -1.348, -2.766], [-2.930, -1.793, -3.067], [-2.341, -1.240, -4.204], [-1.086, -1.647, -4.601], [-0.355, -2.602, -3.872], [-0.958, -3.134, -2.728], [-2.233, -2.741, -2.333], [0.862, -3.016, -4.415], [1.743, -3.611, -3.637], [2.037, -3.221, -2.386], [2.577, -4.188, -1.509], [2.874, -3.893, -0.198], [2.692, -2.621, 0.323], [2.948, -2.361, 1.688], [2.231, -1.589, -0.498], [2.062, -0.320, 0.010], [1.858, 0.685, -0.828], [1.731, 0.525, -2.198], [1.740, -0.757, -2.709], [1.962, -1.857, -1.877], [-5.835, -1.514, -1.620], [-4.323, -1.848, -0.751], [-4.978, -3.054, -1.884], [-2.896, -0.502, -4.769], [-0.636, -1.241, -5.499], [-0.440, -3.885, -2.147], [-2.665, -3.195, -1.452], [2.708, -5.192, -1.888], [3.249, -4.679, 0.447], [1.772, 1.659, -0.365], [1.580, 1.389, -2.830], [1.600, -0.928, -3.766], [-3.174, 4.411, -0.449], [-1.979, 3.908, 0.306], [-2.078, 3.358, 1.523], [-0.929, 2.810, 2.266], [0.422, 2.989, 1.549], [0.468, 3.746, 0.304], [-0.665, 4.109, -0.307], [1.818, 2.960, 2.650], [2.918, 2.451, 1.852], [2.045, 4.144, 3.428], [1.126, 1.815, 3.566], [1.460, 1.451, 4.920], [2.498, 0.317, 5.054], [2.818, -0.014, 6.184], [2.946, -0.180, 3.961], [-4.092, 4.274, 0.123], [-3.282, 3.878, -1.397], [-3.070, 5.473, -0.687], [-3.043, 3.325, 2.018], [-0.936, 2.946, 3.341], [1.438, 4.003, -0.106], [-0.621, 4.643, -1.249], [0.543, 1.139, 5.419], [1.842, 2.333, 5.433], [-2.166, 0.150, 1.211], [-0.863, 0.758, 0.684], [-0.200, 1.598, 1.744], [0.581, 0.825, 2.710], [-3.005, 0.841, 1.116], [-2.062, -0.123, 2.263], [-2.412, -0.754, 0.653], [-1.050, 1.356, -0.210], [-0.191, -0.043, 0.390], [5.133, -3.236, 1.714], [4.017, -2.887, 2.349], [3.972, -3.018, 3.657]],
  "forces_ev_per_angstrom": [[0.47, -1.91, -1.16], [-0.09, -0.10, 0.22], [0.57, -0.11, -0.24], [-0.35, 0.24, -0.03], [-0.01, 0.03, -0.02], [0.17, -0.15, -0.01], [-0.60, 1.02, 0.40], [0.06, 0.04, -0.11], [0.15, -0.20, 0.05], [1.41, -2.48, 1.69], [-0.93, 1.46, -3.48], [0.15, 0.36, 2.83], [-0.52, 0.45, -1.03], [0.10, 0.07, 0.74], [0.40, -0.50, 1.05], [-0.37, -0.34, -1.78], [-0.18, 0.51, -0.56], [0.16, -0.19, 1.13], [-0.01, 0.47, 0.20], [0.04, -0.75, -0.24], [-0.21, 0.68, -0.45], [0.15, -0.71, 0.11], [0.03, -0.01, -0.01], [0.00, 0.05, -0.01], [-0.01, 0.03, -0.01], [0.02, -0.02, 0.02], [-0.03, 0.01, 0.00], [0.00, 0.00, 0.02], [0.02, 0.02, -0.03], [0.02, -0.03, 0.00], [0.01, 0.06, -0.02], [-0.03, -0.06, 0.02], [0.02, 0.00, -0.04], [0.00, 0.12, 0.00], [0.00, 0.00, -0.01], [-0.07, -0.04, 0.05], [0.06, 0.06, -0.02], [-0.12, 0.04, -0.10], [0.02, -0.04, 0.03], [0.02, -0.02, 0.07], [0.01, 0.03, -0.07], [0.39, -0.39, -0.16], [0.07, 0.80, -0.08], [-0.07, 0.36, 0.11], [-0.57, 0.39, 0.36], [0.20, 0.04, -0.17], [-0.11, 0.08, -0.68], [0.11, -0.06, 0.43], [-0.09, 0.10, 0.45], [-0.01, 0.00, 0.01], [-0.01, 0.00, -0.02], [-0.01, 0.01, -0.01], [-0.03, 0.03, 0.00], [0.01, -0.03, 0.01], [0.01, 0.02, 0.02], [0.00, 0.02, -0.02], [-0.01, -0.04, 0.03], [0.04, 0.00, 0.01], [0.03, 0.01, -0.02], [-0.06, 0.12, 0.00], [0.07, -0.21, 0.41], [-0.61, 0.56, -0.15], [0.00, 0.04, 0.04], [0.06, -0.03, -0.02], [-0.06, -0.05, -0.05], [-0.04, 0.02, -0.04], [0.03, 0.01, 0.17], [-0.02, -0.13, -0.09], [0.23, 0.42, 0.46], [-0.03, -0.14, -0.22]],
  "e_above_lowest_kj_mol": 517.2,
  "max_force_ev_per_a": 3.89,
  "orbital_gap_ev": [3.5, 3.7],
  "total_charge": -1,
  "e_tot_ev": -69148.462
}

---

Record 3
{
  "formula": "C18H28N6O3S2",
  "method": "wB97M-V/def2-TZVPD",
  "elements": ["C", "C", "C", "C", "N", "C", "N", "C", "N", "C", "C", "C", "C", "C", "C", "O", "C", "S", "C", "N", "N", "C", "C", "S", "C", "O", "N", "C", "O", "H", "H", "H", "H", "H", "H", "H", "H", "H", "H", "H", "H", "H", "H", "H", "H", "H", "H", "H", "H", "H", "H", "H", "H", "H", "H", "H", "H"],
  "positions_angstrom": [[3.514, -2.808, 2.111], [2.695, -1.597, 2.538], [3.162, -0.329, 1.824], [2.418, 0.915, 2.315], [0.982, 0.827, 2.094], [0.442, 0.915, 0.833], [1.265, 1.153, -0.214], [-0.907, 0.689, 0.642], [-1.434, 0.618, -0.676], [-1.132, -0.586, -1.441], [-1.756, -1.839, -0.817], [-0.862, -2.548, 0.209], [0.251, -3.337, -0.478], [-1.707, -3.475, 1.080], [-2.363, 1.472, -1.151], [-2.876, 1.358, -2.249], [-2.657, 2.698, -0.299], [-1.160, 3.750, -0.243], [-0.743, 3.538, -1.930], [0.245, 2.806, -2.318], [0.353, 2.704, -3.633], [-0.550, 3.343, -4.289], [-0.664, 3.358, -5.760], [-1.672, 4.201, -3.254], [-1.784, 0.426, 1.745], [-2.985, 0.238, 1.692], [-1.130, 0.423, 2.977], [0.204, 0.576, 3.217], [0.673, 0.508, 4.330], [3.434, -2.966, 1.038], [3.162, -3.703, 2.618], [4.564, -2.666, 2.359], [2.777, -1.456, 3.617], [1.642, -1.777, 2.308], [4.227, -0.178, 2.015], [3.028, -0.458, 0.748], [2.543, 1.007, 3.397], [2.811, 1.825, 1.849], [2.182, 1.515, -0.018], [0.843, 1.546, -1.058], [-1.546, -0.418, -2.437], [-0.047, -0.684, -1.517], [-2.002, -2.546, -1.611], [-2.691, -1.543, -0.338], [-0.402, -1.797, 0.860], [-0.173, -4.115, -1.109], [0.892, -3.810, 0.263], [0.867, -2.691, -1.099], [-2.468, -2.906, 1.609], [-1.087, -3.986, 1.812], [-2.203, -4.224, 0.466], [-2.911, 2.449, 0.727], [-3.465, 3.266, -0.761], [-0.661, 4.381, -6.133], [0.170, 2.808, -6.189], [-1.599, 2.888, -6.062], [-1.706, 0.241, 3.791]],
  "forces_ev_per_angstrom": [[-0.19, 0.12, 0.10], [0.25, 0.02, -0.15], [-0.25, -0.01, 0.24], [0.51, -0.10, 0.03], [0.10, 0.10, -0.06], [-0.45, -0.16, -0.28], [0.05, -0.08, 0.44], [-0.25, 0.15, -0.07], [0.55, -0.34, 0.34], [-0.25, -0.24, -0.32], [0.22, 0.17, 0.16], [-0.18, -0.26, -0.07], [-0.10, 0.26, 0.18], [0.20, 0.24, -0.01], [-0.24, 0.46, 0.10], [-0.27, -0.07, -0.09], [0.04, 0.17, -0.11], [-0.12, 0.15, -0.02], [-0.60, 0.73, -0.19], [-0.06, 0.02, 1.09], [0.64, -0.42, -1.40], [-0.80, 0.63, 0.34], [-0.06, -0.01, -0.26], [0.98, -0.56, 0.19], [0.62, 0.04, -0.11], [-0.27, -0.06, 0.01], [-0.39, -0.10, 0.28], [-0.15, 0.04, -0.08], [0.09, -0.06, 0.34], [0.03, -0.07, -0.12], [0.02, -0.14, 0.00], [0.13, -0.03, 0.00], [-0.09, 0.02, 0.04], [-0.08, 0.01, 0.06], [0.06, 0.03, -0.05], [0.10, 0.00, -0.04], [0.01, 0.10, -0.25], [-0.08, -0.01, 0.08], [-0.01, -0.03, 0.01], [-0.02, 0.07, 0.02], [0.19, -0.03, 0.10], [0.00, -0.01, -0.06], [-0.04, -0.09, -0.04], [-0.07, -0.01, -0.06], [0.00, -0.02, -0.02], [-0.05, -0.12, -0.10], [0.13, -0.08, 0.05], [0.13, 0.03, -0.11], [-0.13, 0.02, 0.08], [0.03, -0.12, 0.10], [-0.09, -0.13, -0.07], [-0.03, -0.01, 0.04], [0.05, -0.22, 0.04], [0.02, 0.01, -0.08], [0.02, -0.01, -0.02], [-0.01, -0.02, -0.08], [0.14, 0.03, -0.13]],
  "e_above_lowest_kj_mol": 0.0,
  "max_force_ev_per_a": 1.59,
  "orbital_gap_ev": 8.6,
  "e_tot_ev": -55876.322,
  "smiles": "CCCCn1c(N)c(N(CCC(C)C)C(=O)CSc2nnc(C)s2)c(=O)[nH]c1=O"
}